#1
ORCA calculation (ωB97M-V/def2-TZVPD) on a 2-piece molecular cluster, CH4BrNO overall.

Geometry as ORCA input:
```
! RIJCOSX wB97M-V def2-TZVPD def2/J DEFGRID3
* xyz 0 1
C -0.9143 -0.6678 -0.0097
N 0.7416 0.8525 0.3555
O -0.2430 0.4875 -0.4975
Br 2.2874 -0.2379 0.1732
H -0.2203 -1.5178 0.0173
H -1.7168 -0.8651 -0.7151
H -1.3166 -0.4940 0.9918
H 1.3819 2.4427 -0.3154
*
```

Results
frontier orbital gap (alpha / beta): 0.308 / 0.328 Ha
E_HOMO (alpha / beta): -0.343 / -0.351 hartree
E_LUMO (alpha / beta): -0.0351 / -0.0232 hartree

=====

#2
ORCA calculation (ωB97M-V/def2-TZVPD) on one molecule with the formula CH4BrNO.

Geometry as ORCA input:
```
! RIJCOSX wB97M-V def2-TZVPD def2/J DEFGRID3
* xyz 0 1
C 0.0760 -1.0281 0.0723
O -0.0207 0.0804 0.8553
N 0.2184 1.2374 0.0100
Br -1.2101 1.5623 -1.1443
H -0.9098 -1.5181 -0.2492
H 0.6977 -1.5972 0.7026
H 0.5693 -0.7937 -0.8709
H 0.5792 2.0570 0.6243
*
```

Results
frontier orbital gap: 0.346 Ha
E_HOMO: -0.336 hartree
E_LUMO: 0.0103 hartree
SMILES: CONBr

=====

Which is the most stable structure? #2 is the most stable.

=====

#1
ORCA calculation (ωB97M-V/def2-TZVPD) on an isolated ion of composition C4H10NOS and charge -1.

Geometry as ORCA input:
```
! RIJCOSX wB97M-V def2-TZVPD def2/J DEFGRID3
* xyz -1 1
C 0.2024 -0.6174 1.1632
C 0.4747 -0.0463 -0.2299
C 0.9583 1.4232 -0.1682
S 2.6688 1.7129 0.3304
N -0.6619 -0.1440 -1.0911
C -2.0289 -0.9052 -0.7201
O -2.0285 -2.1837 -0.8845
H -0.1815 -1.6298 1.0441
H 1.1381 -0.6570 1.7276
H -0.4943 -0.0014 1.7371
H 1.3640 -0.6113 -0.5884
H 0.8281 1.8443 -1.1624
H 0.2958 1.9893 0.4758
H 2.6984 0.9817 1.4521
H -0.4450 -0.3221 -2.0622
H -2.1177 -0.5669 0.3301
H -2.6707 -0.2661 -1.3537
*
```

Results
frontier orbital gap: 0.214 Ha
E_HOMO: -0.102 hartree
E_LUMO: 0.1124 hartree
SMILES: C[C@H](CS)NC[O-]

=====

#2
ORCA calculation (ωB97M-V/def2-TZVPD) on an isolated ion of composition C4H10NOS and charge -1.

Geometry as ORCA input:
```
! RIJCOSX wB97M-V def2-TZVPD def2/J DEFGRID3
* xyz -1 1
C -1.7441 0.1854 -1.0818
C -0.6092 -0.0090 -0.1068
C 0.4811 -1.0239 -0.5151
S 0.1617 -2.7297 0.0487
N -0.0046 1.3032 0.2044
C 1.0975 1.2034 1.2488
O 2.3192 1.2136 0.7278
H -2.2911 1.0659 -0.7417
H -2.4922 -0.6105 -1.0588
H -1.4628 0.4034 -2.1152
H -0.9653 -0.3936 0.8480
H 1.3856 -0.7357 0.0173
H 0.7393 -0.9421 -1.5654
H 1.1183 -2.7878 0.9563
H 0.5411 1.5353 -0.6283
H 0.8394 0.2754 1.8245
H 0.8862 2.0467 1.9372
*
```

Results
frontier orbital gap: 0.219 Ha
E_HOMO: -0.100 hartree
E_LUMO: 0.1185 hartree
SMILES: C[C@@H](CS)NC[O-]

=====

Which is the most stable structure? #2 is the most stable.

=====

#1
ORCA calculation (ωB97M-V/def2-TZVPD) on one molecule with the formula C2H2N2O3.

Geometry as ORCA input:
```
! RIJCOSX wB97M-V def2-TZVPD def2/J DEFGRID3
* xyz 0 1
C -0.2525 1.0227 0.0972
C 1.1171 0.3251 0.0295
N 0.0290 -1.7678 0.2514
N -1.3343 0.4443 0.0534
O -2.4970 0.2310 0.0318
O 2.1237 0.9686 0.0064
O 1.0980 -0.9874 -0.0530
H -0.1059 2.0924 0.1609
H -0.1782 -2.3289 -0.5776
*
```

Results
frontier orbital gap (alpha / beta): 0.302 / 0.368 Ha
E_HOMO (alpha / beta): -0.344 / -0.390 hartree
E_LUMO (alpha / beta): -0.0421 / -0.0224 hartree

=====

#2
ORCA calculation (ωB97M-V/def2-TZVPD) on one molecule with the formula C2H2N2O3.

Geometry as ORCA input:
```
! RIJCOSX wB97M-V def2-TZVPD def2/J DEFGRID3
* xyz 0 1
O -2.2004 -0.5085 0.0585
C -1.0633 -0.1747 -0.0063
N -0.5990 1.2158 -0.0698
O 0.8475 1.0614 -0.2411
C 1.2420 -0.1619 -0.1067
O 2.4372 -0.4614 0.1878
N 0.0682 -0.8873 -0.1782
H -0.7729 1.7704 0.8223
H 0.0407 -1.8536 -0.4664
*
```

Results
frontier orbital gap: 0.417 Ha
E_HOMO: -0.402 hartree
E_LUMO: 0.0154 hartree
SMILES: O=c1[nH]oc(=O)[nH]1

=====

#3
ORCA calculation (ωB97M-V/def2-TZVPD) on C2H2N2O3 as an isolated structure.

Geometry as ORCA input:
```
! RIJCOSX wB97M-V def2-TZVPD def2/J DEFGRID3
* xyz 0 1
C -1.0135 -0.2942 -1.2494
C 0.9252 -0.5744 0.0354
H 0.7134 1.3503 2.2125
H -1.6917 -0.5360 -2.1521
N -0.1702 -0.0617 0.8692
N -1.3108 0.0608 0.1558
O 0.2719 1.4898 1.0490
O 0.2206 -0.8209 -1.1839
O 2.0551 -0.6137 0.2636
*
```

Results
frontier orbital gap: 0.327 Ha
E_HOMO: -0.358 hartree
E_LUMO: -0.0315 hartree

=====

#4
ORCA calculation (ωB97M-V/def2-TZVPD) on a 2-piece molecular cluster, C2H2N2O3 overall.

Geometry as ORCA input:
```
! RIJCOSX wB97M-V def2-TZVPD def2/J DEFGRID3
* xyz 0 1
C -2.0751 1.6210 -0.2696
C 0.5395 -0.9109 -0.0973
N -2.3755 0.5442 0.0477
N 1.3280 -0.0384 -0.4054
O -0.3907 -1.6139 -0.1182
O -3.0143 -0.6675 0.1418
O 2.5180 0.3748 0.1972
H -2.5094 -1.3440 -0.3580
H 2.4784 1.2564 0.5483
*
```

Results
frontier orbital gap: 0.395 Ha
E_HOMO: -0.399 hartree
E_LUMO: -0.0040 hartree

=====

Which is the most stable structure? #2 is the most stable.

=====

#1
ORCA calculation (ωB97M-V/def2-TZVPD) on one molecule with the formula C22H29N3O4S.

Geometry as ORCA input:
```
! RIJCOSX wB97M-V def2-TZVPD def2/J DEFGRID3
* xyz 0 1
C 0.8714 5.2624 0.3277
C -0.0641 4.3489 0.1541
C -0.0540 3.0000 0.8185
N -0.0617 1.9340 -0.1656
C 1.2425 1.6448 -0.7414
C 2.1994 1.1628 0.3025
C 3.4512 1.5671 0.4094
C -1.1525 1.3428 -0.7059
O -1.0460 0.5517 -1.6278
C -2.5056 1.6720 -0.0733
C -2.6324 0.8978 1.2621
C -3.9161 0.0645 1.3092
N -4.0616 -0.7963 0.1667
S -3.5018 -2.3543 0.3031
O -3.8416 -2.8015 1.6246
O -4.0105 -3.0750 -0.8257
C -1.7130 -2.3112 0.1710
C -1.1056 -2.3987 -1.0652
C 0.2731 -2.3618 -1.1591
C 1.0595 -2.2622 -0.0087
N 2.4536 -2.2759 -0.1111
C 3.1109 -2.6320 -1.3584
C 4.5550 -2.9221 -0.9483
C 4.7428 -2.0327 0.2720
C 3.3474 -1.9166 0.8598
O 3.0899 -1.5436 1.9803
C 0.4283 -2.1848 1.2368
C -0.9503 -2.2027 1.3189
C -3.8841 -0.1849 -1.1396
C -3.6471 1.3176 -1.0363
H 0.8350 6.2184 -0.1658
H 1.7090 5.0941 0.9848
H -0.8940 4.5276 -0.5171
H 0.8544 2.8909 1.4179
H -0.9099 2.9027 1.4871
H 1.6340 2.5393 -1.2401
H 1.0777 0.8640 -1.4916
H 1.7968 0.4340 0.9924
H 4.1014 1.1800 1.1748
H 3.8743 2.2954 -0.2643
H -2.5604 2.7487 0.1069
H -1.7764 0.2288 1.3760
H -2.6366 1.5835 2.1118
H -4.7905 0.7216 1.3684
H -3.9204 -0.5880 2.1833
H -1.7138 -2.5163 -1.9470
H 0.7235 -2.4050 -2.1365
H 3.0629 -1.7919 -2.0620
H 2.6297 -3.5023 -1.8082
H 4.6607 -3.9708 -0.6682
H 5.2587 -2.7053 -1.7490
H 5.0685 -1.0282 -0.0076
H 5.4408 -2.4255 1.0083
H 1.0210 -2.1156 2.1335
H -1.4492 -2.1666 2.2750
H -4.7805 -0.3845 -1.7366
H -3.0309 -0.6427 -1.6429
H -4.5604 1.8123 -0.7019
H -3.4024 1.6917 -2.0314
*
```

Results
frontier orbital gap: 0.339 Ha
E_HOMO: -0.317 hartree
E_LUMO: 0.0224 hartree
SMILES: C=CCN(CC=C)C(=O)C1CCN(S(=O)(=O)c2ccc(N3CCCC3=O)cc2)CC1

=====

#2
ORCA calculation (ωB97M-V/def2-TZVPD) on one molecule with the formula C22H29N3O4S.

Geometry as ORCA input:
```
! RIJCOSX wB97M-V def2-TZVPD def2/J DEFGRID3
* xyz 0 1
C 0.9413 4.9226 -1.7034
O 0.6448 3.5482 -1.7370
C 0.1097 2.9760 -0.6251
C -0.1712 3.6355 0.5597
C -0.7250 2.9508 1.6292
C -0.9879 1.5945 1.5380
C -1.5874 0.9142 2.7192
O -2.2899 1.4967 3.5236
N -1.3149 -0.4139 2.8147
C -1.6958 -1.1821 3.9768
C -0.4861 -1.5660 4.7745
C -0.3591 -1.5400 6.1267
S 1.2071 -2.0739 6.5984
C 1.5928 -2.2856 4.8980
C 2.9431 -2.7527 4.4737
C 3.9927 -1.6990 4.8428
C 2.9610 -3.0419 2.9752
N 0.6260 -1.9871 4.1101
C -0.7170 0.9219 0.3441
C -0.1785 1.5944 -0.7357
O 0.1324 1.0451 -1.9413
C -0.2082 -0.3017 -2.2254
C -1.7306 -0.4747 -2.4083
C -2.0541 -1.2823 -3.6605
N -1.5308 -0.6220 -4.8393
C -2.3470 -0.4387 -5.9062
C -1.7685 0.3588 -7.0538
O -3.4728 -0.8994 -5.9378
C -0.2054 -0.0468 -4.7242
C 0.5268 -0.6399 -3.5266
H 1.6865 5.1556 -0.9359
H 0.0432 5.5248 -1.5320
H 1.3505 5.1585 -2.6845
H 0.0309 4.6896 0.6605
H -0.9582 3.4661 2.5475
H -0.5560 -0.8062 2.2793
H -2.3724 -0.5674 4.5742
H -2.2223 -2.0890 3.6520
H -1.0799 -1.2445 6.8607
H 3.1719 -3.6736 5.0237
H 4.9826 -2.0431 4.5541
H 3.9880 -1.5124 5.9143
H 3.7843 -0.7650 4.3255
H 2.7477 -2.1332 2.4189
H 2.2076 -3.7829 2.7230
H 3.9378 -3.4162 2.6795
H -0.9656 -0.1234 0.2579
H 0.1699 -0.9538 -1.4242
H -2.1754 0.5180 -2.5038
H -2.1819 -0.9617 -1.5439
H -1.6438 -2.2958 -3.5778
H -3.1349 -1.3647 -3.7980
H -1.4355 1.3368 -6.7150
H -0.9244 -0.1661 -7.4962
H -2.5416 0.4807 -7.8072
H 0.3658 -0.2490 -5.6350
H -0.2660 1.0407 -4.5874
H 1.5286 -0.2132 -3.4756
H 0.6153 -1.7206 -3.6347
*
```

Results
frontier orbital gap: 0.321 Ha
E_HOMO: -0.303 hartree
E_LUMO: 0.0178 hartree
SMILES: COc1ccc(C(=O)NCc2csc(C(C)C)n2)cc1OC1CCN(C(C)=O)CC1

=====

#3
ORCA calculation (ωB97M-V/def2-TZVPD) on one molecule with the formula C22H29N3O4S.

Geometry as ORCA input:
```
! RIJCOSX wB97M-V def2-TZVPD def2/J DEFGRID3
* xyz 0 1
C -2.2644 -0.5045 -2.3398
O -2.8240 -0.4596 -1.0537
C -3.8344 -1.4297 -0.8593
C -4.2497 -1.4187 0.6097
C -3.3062 -2.2623 1.4735
N -1.9250 -1.9076 1.2731
C -1.0692 -2.7149 0.5960
O -1.3484 -3.8633 0.2962
C 0.2528 -2.1050 0.3062
C 1.3903 -2.9043 0.2731
C 2.6318 -2.3534 0.0443
C 2.8046 -0.9773 -0.1739
N 4.0542 -0.4305 -0.3438
C 5.2376 -1.2755 -0.3399
C 6.3991 -0.2902 -0.2902
C 5.8375 0.7930 0.6239
C 4.3966 0.9109 0.1284
C 1.6269 -0.2036 -0.2841
N 1.6162 1.1485 -0.6900
S 1.2372 2.3007 0.4738
O 1.8067 3.5286 -0.0034
O 1.6150 1.8334 1.7796
C -0.5392 2.3791 0.3709
C -1.3100 1.9866 1.4460
C -2.6898 2.0287 1.3395
C -3.2969 2.4562 0.1641
C -4.7869 2.4749 0.0280
C -2.4960 2.8535 -0.9034
C -1.1179 2.8179 -0.8037
C 0.3913 -0.7579 -0.0086
H -1.5252 0.2927 -2.3895
H -1.7753 -1.4685 -2.5240
H -3.0304 -0.3435 -3.1094
H -3.4619 -2.4249 -1.1401
H -4.6954 -1.1938 -1.5060
H -5.2629 -1.8091 0.7078
H -4.2363 -0.3829 0.9511
H -3.3913 -3.3188 1.2047
H -3.5683 -2.1425 2.5306
H -1.6771 -0.9398 1.4021
H 1.2873 -3.9634 0.4534
H 3.4899 -3.0046 0.0563
H 5.2680 -1.9183 0.5508
H 5.2508 -1.9083 -1.2312
H 6.5962 0.1176 -1.2821
H 7.3102 -0.7460 0.0914
H 6.3724 1.7373 0.5537
H 5.8557 0.4550 1.6604
H 3.7152 1.2482 0.9116
H 4.3642 1.6286 -0.7023
H 2.4013 1.4366 -1.2500
H -0.8137 1.6553 2.3450
H -3.2997 1.7295 2.1800
H -5.1180 3.3898 -0.4586
H -5.2728 2.3946 0.9970
H -5.1056 1.6347 -0.5882
H -2.9612 3.1893 -1.8183
H -0.4800 3.1269 -1.6164
H -0.4760 -0.1253 -0.1119
*
```

Results
frontier orbital gap: 0.307 Ha
E_HOMO: -0.284 hartree
E_LUMO: 0.0226 hartree
SMILES: COCCCNC(=O)c1ccc(N2CCCC2)c(NS(=O)(=O)c2ccc(C)cc2)c1

=====

Which is the most stable structure? #2 is the most stable.

=====

#1
ORCA calculation (ωB97M-V/def2-TZVPD) on a 2-piece molecular cluster, C4H6INS overall.

Geometry as ORCA input:
```
! RIJCOSX wB97M-V def2-TZVPD def2/J DEFGRID3
* xyz 0 1
C -1.0238 1.2827 -1.5302
C -0.1696 1.3167 -0.2745
N -0.6643 1.3032 0.8834
I 0.3955 1.0382 2.5835
H -0.5382 1.8280 -2.3268
H -2.0066 1.7205 -1.3050
H -1.1871 0.2122 -1.7195
H 0.9981 1.2552 -0.4214
C 0.5588 -2.1104 1.3068
C 1.1781 -1.9015 0.1808
S 1.9997 -1.6070 -1.0688
H 0.9470 -1.9152 2.3448
H -0.4876 -2.4226 1.3468
*
```

Results
frontier orbital gap: 0.304 Ha
E_HOMO: -0.312 hartree
E_LUMO: -0.0078 hartree
SMILES: C/C=N/I.C=C=S

=====

#2
ORCA calculation (ωB97M-V/def2-TZVPD) on one molecule with the formula C4H6INS.

Geometry as ORCA input:
```
! RIJCOSX wB97M-V def2-TZVPD def2/J DEFGRID3
* xyz 0 1
C 0.9085 0.5026 -0.9228
C 0.4629 0.0397 0.2437
C 1.3684 0.1069 1.3944
C -0.8532 -0.5465 0.3195
N -1.5772 -0.4149 -0.7206
S -3.1191 -0.7338 -0.8961
I -3.3457 0.3919 -3.0753
H 1.8341 0.9391 -0.9347
H 0.5369 0.4531 -1.8853
H 2.3750 0.3331 1.1715
H 1.5804 -0.7895 1.8579
H 0.9110 0.6768 2.1853
H -1.0820 -0.9585 1.2625
*
```

Results
frontier orbital gap: 0.271 Ha
E_HOMO: -0.302 hartree
E_LUMO: -0.0314 hartree
SMILES: C=C(C)/C=N/SI

=====

Which is the most stable structure? #2 is the most stable.

=====

#1
ORCA calculation (ωB97M-V/def2-TZVPD) on a 2-piece molecular cluster, C2H4I2O overall.

Geometry as ORCA input:
```
! RIJCOSX wB97M-V def2-TZVPD def2/J DEFGRID3
* xyz 0 1
C -0.0618 0.3317 1.6096
C 0.6456 -0.3829 0.4836
O 1.7199 -0.2682 0.0021
I -0.1540 -2.3970 -0.1426
H -1.0596 0.6642 1.3721
H -0.0110 -0.4262 2.4602
H 0.5714 1.2024 1.8025
I -3.6342 -0.3985 0.1842
H -2.4542 -1.1593 0.8776
*
```

Results
frontier orbital gap: 0.350 Ha
E_HOMO: -0.346 hartree
E_LUMO: 0.0041 hartree
SMILES: CC(=O)I.I

=====

#2
ORCA calculation (ωB97M-V/def2-TZVPD) on C2H4I2O as an isolated structure.

Geometry as ORCA input:
```
! RIJCOSX wB97M-V def2-TZVPD def2/J DEFGRID3
* xyz 0 1
C -2.0380 0.2987 -1.3313
C 1.7790 -0.5695 1.4451
O -1.4759 -0.3848 -0.5401
I 1.6523 -2.4989 0.5044
I 0.9620 0.9265 0.1228
H -2.1029 -0.1000 -2.3933
H -2.4599 1.3396 -0.9722
H 2.2846 1.5993 0.6944
H 1.3988 -0.6108 2.4702
*
```

Results
frontier orbital gap: 0.241 Ha
E_HOMO: -0.258 hartree
E_LUMO: -0.0173 hartree

=====

#3
ORCA calculation (ωB97M-V/def2-TZVPD) on C2H4I2O as an isolated structure.

Geometry as ORCA input:
```
! RIJCOSX wB97M-V def2-TZVPD def2/J DEFGRID3
* xyz 0 1
C 1.6762 -1.4146 -0.7150
C -0.8033 1.5056 0.6321
O 0.5689 -1.5470 -0.2379
I -0.3703 2.4672 -1.2526
I -2.8767 1.1202 0.9560
H 2.4158 -2.2558 -0.7065
H 2.1217 -0.3685 -0.9761
H -2.2090 -0.0408 1.9970
H -0.5234 0.5336 0.3030
*
```

Results
frontier orbital gap: 0.250 Ha
E_HOMO: -0.277 hartree
E_LUMO: -0.0271 hartree

=====

Which is the most stable structure? #1 is the most stable.